Record 1
The following is a DFT calculation (ωB97M-V/def2-TZVPD) of a molecular structure, C12H14ClFIO3S.

Computed properties:
Energy above the lowest of the compared OMol25 structures with the same formula, charge and spin in kJ/mol: 128.1
Kohn-Sham gap in eV: 7.985
Net charge: +1

CARTESIAN COORDINATES (ANGSTROEM)
C (3.45, -2.20, -0.13)
C (2.83, -1.15, -1.16)
C (1.29, -1.47, -1.27)
I (0.47, -1.46, -3.26)
S (0.22, -0.34, -0.26)
Cl (0.84, -0.32, 1.71)
C (-1.40, -1.19, -0.24)
C (-1.45, -2.42, 0.56)
C (-2.69, -3.17, 0.60)
C (-3.82, -2.67, -0.18)
C (-3.78, -1.45, -0.97)
C (-2.55, -0.70, -1.00)
H (3.57, -3.17, -0.69)
H (2.69, -2.38, 0.68)
H (4.41, -1.85, 0.32)
H (3.06, -0.11, -0.82)
H (3.36, -1.31, -2.13)
H (1.15, -2.51, -0.87)
H (-0.57, -2.81, 1.12)
H (-2.73, -4.09, 1.21)
H (-4.75, -3.27, -0.17)
H (-4.64, -1.08, -1.56)
H (-2.41, 0.25, -1.57)
C (0.54, 3.27, 1.51)
C (1.16, 4.24, 0.55)
O (0.04, 4.94, 0.04)
C (-0.89, 4.92, 1.04)
O (-1.84, 5.63, 1.08)
O (-0.59, 3.99, 1.99)
F (1.76, 3.58, -0.48)
H (0.20, 2.35, 1.02)
H (1.21, 3.00, 2.33)
H (1.86, 4.94, 1.00)

=====

Record 2
The following is a DFT calculation (ωB97M-V/def2-TZVPD) of a molecular structure, C12H14ClIMoN2O4.

Computed properties:
Energy above the lowest of the compared OMol25 structures with the same formula, charge and spin in kJ/mol: 516.5
Kohn-Sham gap (spin up / spin down) in eV: 6.616 / 3.829
Net charge: +2
Spin multiplicity: 3

CARTESIAN COORDINATES (ANGSTROEM)
C (1.15, 2.85, 0.89)
C (2.79, 1.07, 0.61)
H (0.75, 3.45, 0.03)
H (2.11, 3.33, 1.23)
H (0.69, 2.49, 1.85)
H (3.02, 0.56, -0.37)
H (3.46, 1.95, 0.80)
H (2.60, 0.62, 1.61)
C (-2.13, 1.67, -0.28)
C (-3.49, 1.41, -0.54)
C (-3.85, 0.26, -1.23)
C (-2.86, -0.63, -1.58)
H (-1.77, 2.55, 0.25)
H (-4.20, 2.12, -0.21)
H (-4.89, 0.07, -1.47)
H (-3.07, -1.54, -2.10)
N (-1.16, 0.82, -0.65)
C (-1.50, -0.35, -1.23)
C (-0.41, -1.30, -1.33)
N (0.77, -0.89, -0.81)
C (1.74, -1.78, -0.58)
C (0.46, -3.56, -1.62)
C (1.61, -3.12, -0.98)
H (2.60, -1.39, -0.05)
H (2.43, -3.77, -0.78)
C (-0.56, -2.65, -1.79)
H (-1.48, -2.93, -2.25)
H (0.38, -4.58, -1.95)
Mo (1.15, 1.35, -0.33)
I (1.54, 2.35, -2.70)
O (0.98, 0.77, 4.56)
Cl (0.42, -0.09, 3.54)
O (-0.43, -1.11, 4.12)
O (-0.38, 0.73, 2.58)
O (1.52, -0.72, 2.76)

=====

Record 3
The following is a DFT calculation (ωB97M-V/def2-TZVPD) of a single C12H14ClNO6S molecule.

Computed properties:
Kohn-Sham gap in eV: 9.727
SMILES: CC(C)[C@H](NS(=O)(=O)c1cc(C(=O)O)ccc1Cl)C(=O)O

CARTESIAN COORDINATES (ANGSTROEM)
C (0.38, 0.25, -1.94)
H (0.55, -0.44, -2.75)
H (-0.41, -0.14, -1.31)
H (0.05, 1.20, -2.35)
C (1.67, 0.46, -1.14)
C (2.77, 0.93, -2.09)
H (2.46, 1.85, -2.59)
H (3.69, 1.13, -1.55)
H (2.97, 0.18, -2.85)
H (1.52, 1.21, -0.37)
C (2.08, -0.85, -0.44)
N (0.96, -1.40, 0.31)
S (0.60, -0.60, 1.74)
O (1.66, 0.31, 2.09)
O (0.20, -1.59, 2.69)
C (-0.89, 0.29, 1.26)
C (-1.96, -0.53, 0.95)
C (-3.17, 0.02, 0.54)
C (-3.30, 1.41, 0.46)
C (-2.24, 2.23, 0.78)
C (-1.03, 1.67, 1.19)
Cl (0.27, 2.71, 1.59)
H (-2.33, 3.30, 0.73)
H (-4.25, 1.82, 0.14)
C (-4.34, -0.83, 0.19)
O (-5.42, -0.40, -0.13)
O (-4.08, -2.14, 0.26)
H (-4.87, -2.65, 0.03)
H (-1.84, -1.60, 1.04)
H (1.06, -2.38, 0.52)
C (3.29, -0.69, 0.48)
O (4.11, 0.18, 0.45)
O (3.37, -1.74, 1.32)
H (4.10, -1.61, 1.94)
H (2.35, -1.59, -1.20)

=====

Record 4
The following is a DFT calculation (ωB97M-V/def2-TZVPD) of a single C12H14F3N5O6S molecule.

Computed properties:
Kohn-Sham gap in eV: 7.567
SMILES: NC[C@@H]1CCC[N@H+]1[C@H]1C(S(=O)(=O)C(F)(F)F)=CC(=[N+]([O-])[O-])c2no[n+]([O-])c21

CARTESIAN COORDINATES (ANGSTROEM)
O (-2.29, -2.09, -1.96)
S (-1.04, -1.44, -2.33)
O (0.23, -2.11, -2.12)
C (-1.12, -0.90, -4.15)
F (-1.15, -2.00, -4.91)
F (-2.22, -0.16, -4.42)
F (-0.04, -0.17, -4.50)
C (-0.96, 0.05, -1.35)
C (0.34, 0.40, -0.57)
C (0.21, 1.84, -0.20)
N (1.22, 2.51, 0.42)
O (2.43, 2.28, 0.55)
O (0.66, 3.77, 0.82)
N (-0.70, 3.81, 0.49)
C (-0.94, 2.63, -0.16)
C (-2.18, 2.06, -0.61)
N (-3.47, 2.69, -0.41)
O (-3.54, 3.80, 0.18)
O (-4.48, 2.07, -0.83)
C (-2.10, 0.80, -1.27)
H (1.30, 0.32, -1.17)
H (-3.02, 0.43, -1.74)
N (3.24, -0.59, -0.15)
C (2.91, -1.24, 1.11)
C (1.61, -0.72, 1.70)
C (1.07, -1.58, 2.85)
C (-0.43, -1.35, 2.82)
C (-0.84, -0.91, 1.41)
N (0.47, -0.68, 0.63)
H (3.35, 0.40, -0.01)
H (4.11, -0.97, -0.50)
H (2.87, -2.35, 0.96)
H (3.70, -1.05, 1.88)
H (1.80, 0.31, 2.07)
H (1.38, -2.63, 2.74)
H (1.52, -1.22, 3.78)
H (-1.03, -2.21, 3.13)
H (-0.67, -0.53, 3.51)
H (-1.38, -1.72, 0.90)
H (-1.43, 0.00, 1.33)
H (0.62, -1.53, 0.09)

=====

Record 5
The following is a DFT calculation (ωB97M-V/def2-TZVPD) of a molecular structure, C12H14FeNO3.

Computed properties:
Energy above the lowest of the compared OMol25 structures with the same formula, charge and spin in kJ/mol: 106.7
Kohn-Sham gap (spin up / spin down) in eV: 6.787 / 5.342
Net charge: +1
Spin multiplicity: 5

CARTESIAN COORDINATES (ANGSTROEM)
C (-5.39, -0.57, 0.30)
C (-4.22, -1.05, 0.74)
C (-3.18, -1.58, -0.20)
N (-1.81, -1.42, 0.35)
H (-6.17, -0.23, 0.97)
H (-5.57, -0.48, -0.78)
H (-3.94, -1.08, 1.81)
H (-3.34, -2.63, -0.49)
H (-3.21, -0.99, -1.12)
H (-1.83, -1.01, 1.29)
H (-1.34, -2.31, 0.45)
O (0.98, 3.01, 0.91)
C (1.92, 2.50, 0.43)
Fe (3.04, 1.54, -0.49)
C (2.51, 2.31, -1.99)
O (2.03, 3.04, -2.76)
C (4.43, 2.47, 0.01)
O (4.98, 3.47, 0.24)
C (0.20, -0.52, -0.28)
C (0.76, -0.38, 1.08)
C (2.18, 0.24, 1.03)
C (3.07, -0.41, 0.10)
C (2.49, -0.49, -1.21)
C (1.05, -0.45, -1.35)
H (-0.90, -0.45, -0.40)
H (0.07, 0.17, 1.76)
H (0.87, -1.37, 1.60)
H (2.52, 0.54, 2.04)
H (4.06, -0.78, 0.37)
H (3.10, -0.80, -2.07)
H (0.64, -0.31, -2.36)

=====

Record 6
The following is a DFT calculation (ωB97M-V/def2-TZVPD) of a molecular structure, C12H14IrNO5Te.

Computed properties:
Energy above the lowest of the compared OMol25 structures with the same formula, charge and spin in kJ/mol: 0.0
Kohn-Sham gap (spin up / spin down) in eV: 7.330 / 7.069
Net charge: +1
Spin multiplicity: 2

CARTESIAN COORDINATES (ANGSTROEM)
Ir (-0.38, 0.90, -0.42)
O (1.69, 0.67, -0.23)
C (1.92, 0.85, 1.20)
C (1.25, 2.14, 1.64)
N (-0.18, 2.13, 1.23)
C (-0.58, 3.46, 0.69)
C (0.01, 3.65, -0.72)
O (0.14, 4.72, -1.22)
O (0.36, 2.50, -1.34)
C (-1.11, 1.59, 2.24)
C (-2.34, 0.98, 1.54)
O (-3.45, 1.06, 1.96)
O (-2.04, 0.32, 0.38)
H (2.14, 1.38, -0.73)
H (2.98, 0.86, 1.41)
H (1.48, -0.03, 1.66)
H (1.74, 2.97, 1.12)
H (1.36, 2.33, 2.71)
H (-0.24, 4.27, 1.33)
H (-1.67, 3.51, 0.65)
H (-1.43, 2.36, 2.94)
H (-0.61, 0.80, 2.80)
Te (-0.71, -0.41, -2.61)
C (-0.33, -2.37, -2.03)
C (-0.04, -3.29, -3.04)
C (0.24, -4.60, -2.72)
C (0.21, -5.01, -1.39)
C (-0.10, -4.10, -0.38)
C (-0.37, -2.78, -0.70)
H (-0.03, -2.97, -4.08)
H (0.47, -5.31, -3.50)
H (0.42, -6.04, -1.14)
H (-0.15, -4.43, 0.65)
H (-0.64, -2.09, 0.09)

=====

Record 7
The following is a DFT calculation (ωB97M-V/def2-TZVPD) of 2 unconnected molecules or ions with the total composition C12H14N2.

Computed properties:
Energy above the lowest of the compared OMol25 structures with the same formula, charge and spin in kJ/mol: 417.1
Kohn-Sham gap in eV: 7.724

CARTESIAN COORDINATES (ANGSTROEM)
C (-1.37, 0.52, -3.18)
C (-1.15, -0.86, -3.07)
C (-1.00, 1.54, -2.24)
C (-0.10, -2.46, -1.17)
C (0.33, -2.01, 0.08)
C (-0.51, -1.29, -1.89)
C (-0.18, -0.25, -1.04)
C (-0.48, 1.10, -1.05)
C (0.21, 0.37, 1.01)
C (-1.58, -0.12, 1.94)
C (2.56, 0.88, 1.82)
C (1.17, 0.49, 2.23)
N (0.32, -0.69, 0.12)
N (-0.04, 1.51, 0.20)
H (-1.64, 0.92, -4.07)
H (-1.39, -1.52, -3.82)
H (-0.99, 2.51, -2.56)
H (0.04, -3.37, -1.63)
H (0.91, -2.55, 0.69)
H (-1.37, 0.38, 2.81)
H (-1.49, -1.25, 2.06)
H (-2.35, 0.09, 1.24)
H (3.14, 1.27, 2.72)
H (2.51, 1.78, 1.15)
H (2.99, 0.00, 1.27)
H (0.65, 1.16, 2.92)
H (0.98, -0.42, 2.72)
H (-0.18, 2.30, 0.73)

=====

Record 8
The following is a DFT calculation (ωB97M-V/def2-TZVPD) of a single C12H14N2O2S molecule.

Computed properties:
Energy above the lowest of the compared OMol25 structures with the same formula, charge and spin in kJ/mol: 788.5
Kohn-Sham gap in eV: 7.436
SMILES: CCOC(=O)CCCc1ccc2nsnc2c1

CARTESIAN COORDINATES (ANGSTROEM)
C (3.87, -1.93, -0.25)
C (3.96, -0.32, -0.30)
O (3.00, 0.28, -1.25)
C (1.81, 0.47, -0.43)
O (1.05, -0.52, -0.32)
C (1.63, 1.89, 0.28)
C (0.11, 2.36, 0.50)
C (-0.91, 1.94, -0.67)
C (-1.86, 0.71, -0.32)
C (-2.61, -0.01, -1.52)
C (-3.51, -1.24, -1.26)
C (-3.74, -1.86, 0.16)
N (-4.51, -3.01, 0.59)
S (-4.27, -3.04, 2.29)
N (-3.25, -1.72, 2.69)
C (-3.03, -1.14, 1.37)
C (-2.10, 0.13, 1.10)
H (4.87, -2.45, -0.06)
H (3.09, -2.18, 0.57)
H (3.36, -2.25, -1.24)
H (3.73, 0.07, 0.77)
H (5.04, -0.03, -0.56)
H (2.29, 2.68, -0.25)
H (2.10, 1.78, 1.34)
H (0.13, 3.52, 0.51)
H (-0.21, 2.05, 1.56)
H (-1.56, 2.86, -0.91)
H (-0.34, 1.72, -1.65)
H (-2.46, 0.37, -2.59)
H (-4.04, -1.75, -2.14)
H (-1.62, 0.59, 2.02)

=====

Record 9
The following is a DFT calculation (ωB97M-V/def2-TZVPD) of a molecular structure, C12H14N4O7RuS2.

Computed properties:
Energy above the lowest of the compared OMol25 structures with the same formula, charge and spin in kJ/mol: 129.8
Kohn-Sham gap (spin up / spin down) in eV: 6.973 / 6.845
Net charge: -1
Spin multiplicity: 2

CARTESIAN COORDINATES (ANGSTROEM)
Ru (-0.74, 0.52, 0.05)
O (-1.71, -2.15, -0.33)
C (-2.07, -2.52, 0.99)
C (-1.07, -1.95, 1.99)
N (-0.98, -0.48, 2.02)
C (0.13, -0.09, 2.90)
C (0.69, 1.30, 2.57)
O (1.33, 1.88, 3.43)
O (0.47, 1.70, 1.37)
C (-2.25, 0.14, 2.45)
C (-3.27, 0.17, 1.31)
O (-4.45, -0.01, 1.54)
O (-2.77, 0.41, 0.13)
H (-2.44, -1.64, -0.71)
H (-2.02, -3.61, 1.07)
H (-3.09, -2.22, 1.23)
H (-0.08, -2.32, 1.73)
H (-1.33, -2.31, 2.99)
H (0.95, -0.78, 2.72)
H (-0.15, -0.14, 3.95)
H (-2.04, 1.18, 2.72)
H (-2.68, -0.37, 3.32)
S (-1.19, 2.66, -0.74)
C (-0.33, 2.78, -2.24)
C (-0.01, 4.08, -2.75)
N (0.23, 5.13, -3.16)
C (-0.01, 1.65, -2.91)
S (-0.49, 0.11, -2.21)
C (0.75, 1.63, -4.11)
N (1.39, 1.54, -5.06)
N (3.81, -0.64, -2.48)
C (2.90, 0.02, -1.56)
C (2.09, -0.98, -0.77)
O (2.08, -2.20, -1.28)
O (1.49, -0.70, 0.24)
H (4.00, -0.07, -3.29)
H (2.65, -2.16, -2.08)
H (4.70, -0.86, -2.03)
H (2.15, 0.55, -2.15)
H (3.34, 0.75, -0.87)

=====

Record 10
The following is a DFT calculation (ωB97M-V/def2-TZVPD) of a molecular structure, C12H15AuF4N3O2.

Computed properties:
Energy above the lowest of the compared OMol25 structures with the same formula, charge and spin in kJ/mol: 0.0
Kohn-Sham gap (spin up / spin down) in eV: 7.501 / 7.502
Net charge: +1

CARTESIAN COORDINATES (ANGSTROEM)
Au (-0.44, -0.08, 0.86)
C (-3.23, 0.54, 1.29)
N (-2.31, 0.35, 0.13)
C (-2.81, -0.78, -0.70)
C (-2.19, 1.60, -0.69)
C (-1.19, 2.51, -0.02)
N (0.03, 1.70, 0.11)
C (1.23, 2.31, 0.45)
C (2.43, 1.77, -0.02)
F (2.38, 0.62, -0.74)
C (3.66, 2.35, 0.22)
F (4.75, 1.76, -0.26)
C (3.76, 3.52, 0.95)
C (2.59, 4.07, 1.44)
F (2.64, 5.18, 2.16)
C (1.36, 3.48, 1.22)
F (0.28, 4.03, 1.78)
H (-4.23, 0.74, 0.91)
H (-2.89, 1.37, 1.90)
H (-3.23, -0.37, 1.88)
H (-3.80, -0.52, -1.08)
H (-2.87, -1.68, -0.09)
H (-2.14, -0.93, -1.54)
H (-3.18, 2.05, -0.77)
H (-1.84, 1.31, -1.67)
H (-1.58, 2.89, 0.92)
H (-0.98, 3.37, -0.66)
H (4.71, 3.98, 1.13)
N (1.37, -0.62, 1.68)
C (1.25, -1.97, 2.33)
C (-0.15, -2.57, 2.23)
O (-0.37, -3.65, 2.69)
O (-1.03, -1.88, 1.52)
H (2.06, -0.64, 0.93)
H (1.67, 0.08, 2.35)
H (1.52, -1.89, 3.38)
H (1.95, -2.66, 1.86)

=====

Record 11
The following is a DFT calculation (ωB97M-V/def2-TZVPD) of a molecular structure, C12H15BCl2N6O2Pt.

Computed properties:
Kohn-Sham gap (spin up / spin down) in eV: 8.148 / 4.956
Net charge: +4
Spin multiplicity: 5

CARTESIAN COORDINATES (ANGSTROEM)
C (-1.18, -1.82, -1.52)
N (-0.98, -0.74, -0.74)
N (-1.35, 0.39, -1.38)
C (-1.94, 0.02, -2.54)
C (-1.83, -1.36, -2.66)
B (-1.12, 1.83, -0.85)
N (-1.66, 1.78, 0.61)
N (-1.35, 0.75, 1.49)
C (-1.90, 1.05, 2.70)
C (-2.70, 2.18, 2.55)
C (-2.55, 2.60, 1.22)
Pt (-0.47, -1.08, 1.13)
N (0.47, 2.20, -1.01)
N (1.24, 1.25, -0.43)
C (2.50, 1.52, -0.62)
C (2.60, 2.74, -1.35)
C (1.27, 3.14, -1.58)
H (3.22, 0.83, -0.18)
H (0.82, 3.95, -2.12)
H (3.52, 3.18, -1.64)
H (-1.73, 2.63, -1.49)
H (-3.03, 3.42, 0.70)
H (-2.38, 0.76, -3.21)
H (-3.31, 2.63, 3.32)
H (-2.15, -1.99, -3.48)
H (-1.67, 0.46, 3.56)
H (-0.87, -2.79, -1.20)
H (1.17, -0.31, 2.27)
C (0.56, -1.14, 2.75)
H (0.14, -0.73, 3.69)
H (-0.50, -1.95, 2.38)
H (1.29, -1.96, 2.92)
Cl (2.91, -3.05, -2.37)
C (2.71, -3.70, -0.74)
Cl (4.16, -3.53, 0.27)
C (1.52, -2.98, -0.05)
O (0.57, -3.73, 0.29)
O (1.56, -1.70, 0.11)
H (2.47, -4.77, -0.81)

=====

Record 12
The following is a DFT calculation (ωB97M-V/def2-TZVPD) of a molecular structure, C12H15BOS.

Computed properties:
Energy above the lowest of the compared OMol25 structures with the same formula, charge and spin in kJ/mol: 0.0
Kohn-Sham gap in eV: 8.552

CARTESIAN COORDINATES (ANGSTROEM)
B (-0.96, 0.09, -0.54)
C (-5.42, -1.23, 0.19)
C (-5.84, 0.16, 0.16)
C (-4.05, -1.52, 0.10)
C (-4.88, 1.12, 0.04)
C (-3.16, -0.51, -0.05)
C (-3.56, 0.83, -0.07)
C (3.28, 0.16, 0.48)
C (2.70, -1.21, 0.12)
C (2.69, 1.24, -0.45)
C (1.12, -1.19, 0.33)
C (1.20, 1.18, -0.30)
C (0.62, -0.13, -0.65)
O (-1.82, -0.78, -0.31)
S (-2.30, 2.08, -0.27)
H (-6.18, -2.03, 0.18)
H (-6.84, 0.45, 0.38)
H (-3.73, -2.57, 0.02)
H (-5.31, 2.07, -0.13)
H (3.18, 0.36, 1.57)
H (4.40, 0.13, 0.37)
H (2.77, -1.38, -0.94)
H (3.25, -2.00, 0.71)
H (3.02, 2.27, -0.21)
H (3.07, 1.08, -1.50)
H (0.69, -2.21, 0.27)
H (0.78, -0.90, 1.28)
H (0.80, 1.54, 0.68)
H (0.71, 1.86, -0.99)
H (0.83, -0.26, -1.84)